# 1
# H31O16

16 unconnected molecules or ions with the total composition H31O16 (ωB97M-V/def2-TZVPD, the Open Molecules 2025 dataset).

Summary:
Energy (eV): -33261.7083
HOMO level (eV): -7.5605
M (g mol⁻¹): 287.23
Net charge: -1
Energy above the lowest of the compared OMol25 structures with the same formula, charge and spin (kcal per mole): 141.16

Last columns: bonded neighbours and bond lengths (Å).
Atoms and positions in Å:
1 O -3.70 -1.13 2.71  H5 0.969, H6 0.945
2 H -3.12 -0.47 4.08  O13 1.081
3 H 1.75 -1.61 2.92  O10 0.959
4 O 3.57 1.22 -1.16  H8 0.968, H12 0.937
5 H -4.48 -0.58 2.90  O1 0.969
6 H -3.74 -0.87 1.80  O1 0.945
7 O -3.22 -0.15 -5.33  H24 0.896, H31 0.917
8 H 3.87 0.48 -1.71  O4 0.968
9 H 1.02 -1.07 2.04  O10 0.915
10 O 0.81 -1.40 2.87  H3 0.959, H9 0.915
11 H 4.10 0.41 3.06  O42 0.941
12 H 2.72 1.10 -0.79  O4 0.937
13 O -3.61 0.33 4.61  H2 1.081, H28 1.043
14 H 3.54 -0.90 -0.86  O27 1.018
15 H 1.65 -1.72 -3.39  O33 0.941
16 O -0.40 -0.10 -1.18  H38 0.940
17 H -1.57 0.53 -0.30  O30 1.078
18 H 1.19 1.93 0.02  O45 0.929
19 O 3.03 1.83 4.48  H20 0.956, H21 0.987
20 H 2.48 1.37 3.85  O19 0.956
21 H 3.88 2.12 4.08  O19 0.987
22 O -4.42 2.22 0.70  H23 1.083, H44 0.887
23 H -3.43 1.82 0.57  O22 1.083
24 H -3.80 0.40 -4.91  O7 0.896
25 O 1.79 -5.96 -0.99  H26 0.904, H43 0.942
26 H 1.61 -5.96 -0.10  O25 0.904
27 O 3.85 -1.60 -0.19  H14 1.018, H29 0.918
28 H -3.42 1.14 3.98  O13 1.043
29 H 3.78 -1.14 0.61  O27 0.918
30 O -2.18 1.41 -0.14  H17 1.078, H32 0.934
31 H -2.62 -0.24 -4.65  O7 0.917
32 H -2.15 1.91 -0.93  O30 0.934
33 O 1.74 -2.23 -4.18  H15 0.941, H40 0.887
34 H 2.75 0.52 2.17  O42 0.925
35 H -0.55 3.22 -2.08  O39 0.889
36 O -2.18 0.19 -2.92  H41 0.990, H46 1.150
37 H 0.47 0.66 -0.48  O45 1.090
38 H -0.16 -0.91 -0.76  O16 0.940
39 O -0.31 3.79 -1.45  H35 0.889, H47 0.989
40 H 1.46 -1.70 -4.83  O33 0.887
41 H -2.00 1.15 -2.73  O36 0.990
42 O 3.51 0.06 2.42  H11 0.941, H34 0.925
43 H 2.53 -5.38 -0.96  O25 0.942
44 H -4.05 3.02 0.73  O22 0.887
45 O 1.43 1.05 -0.13  H18 0.929, H37 1.090
46 H -1.22 -0.12 -2.36  O36 1.150
47 H -0.23 4.71 -1.81  O39 0.989

Here are the Löwdin charges for atoms 1 to 6, given in e:
1. O -0.06
2. H 0.08
3. H 0.03
4. O -0.08
5. H 0.06
6. H 0.05

***

# 2
# H31O16

16 unconnected molecules or ions with the total composition H31O16 (ωB97M-V/def2-TZVPD, the Open Molecules 2025 dataset).

Summary:
Energy (eV): -33264.7357
HOMO level (eV): -6.4666
M (g mol⁻¹): 287.23
Net charge: -1
Energy above the lowest of the compared OMol25 structures with the same formula, charge and spin (kcal per mole): 71.35

Last columns: bonded neighbours and bond lengths (Å).
Atoms and positions in Å:
1 O 1.40 3.59 0.86  H5 0.971, H6 0.974
2 H 4.04 3.69 0.60  O39 0.967
3 H 0.76 -1.10 -0.42  O30 0.959
4 O -2.50 0.06 1.57  H8 0.965, H46 0.959
5 H 0.71 2.98 1.17  O1 0.971
6 H 1.49 3.22 -0.04  O1 0.974
7 O -1.68 0.59 -1.32  H9 0.973, H31 1.083
8 H -2.04 0.49 0.84  O4 0.965
9 H -1.17 1.33 -0.94  O7 0.973
10 O 0.79 0.61 -2.75  H11 0.963, H12 0.968
11 H 0.87 -0.35 -2.74  O10 0.963
12 H 0.28 0.81 -1.95  O10 0.968
13 O 1.22 -2.65 -2.92  H14 0.970, H32 0.966
14 H 0.26 -2.53 -2.90  O13 0.970
15 H 0.91 2.53 -2.49  O33 0.967
16 O -1.45 -0.07 -5.28  H17 0.956, H18 0.965
17 H -0.64 0.08 -5.77  O16 0.956
18 H -1.22 0.01 -4.34  O16 0.965
19 O 1.16 -1.50 4.12  H20 0.963, H21 0.959
20 H 1.01 -0.93 3.36  O19 0.963
21 H 2.10 -1.63 4.25  O19 0.959
22 O -1.54 -3.12 0.58  H23 0.958, H24 0.966
23 H -1.40 -3.11 -0.37  O22 0.958
24 H -1.40 -2.19 0.80  O22 0.966
25 O -3.07 0.96 4.41  H26 0.955, H44 0.947
26 H -2.92 0.13 3.97  O25 0.955
27 O -1.90 -3.48 -2.71  H28 0.974, H29 0.975
28 H -1.73 -3.18 -3.63  O27 0.974
29 H -2.13 -2.58 -2.41  O27 0.975
30 O -0.20 -1.19 -0.42  H3 0.959
31 H -0.96 -0.07 -0.85  O7 1.083
32 H 1.26 -3.52 -2.50  O13 0.966
33 O 1.50 3.07 -1.95  H15 0.967, H35 0.955
34 H -1.38 1.85 3.76  O45 0.962
35 H 2.04 3.66 -2.47  O33 0.955
36 O 1.90 -3.34 1.00  H37 0.957, H38 0.955
37 H 1.76 -2.97 0.13  O36 0.957
38 H 1.15 -3.71 1.46  O36 0.955
39 O 5.00 3.68 0.46  H2 0.967, H41 0.962
40 H -0.34 0.10 1.98  O42 0.964
41 H 5.34 3.04 1.09  O39 0.962
42 O 0.03 0.77 1.40  H40 0.964, H43 0.999
43 H 0.34 0.13 0.70  O42 0.999
44 H -3.86 1.46 4.52  O25 0.947
45 O -0.47 2.14 3.78  H34 0.962, H47 0.951
46 H -3.03 -0.63 1.17  O4 0.959
47 H -0.31 2.86 3.18  O45 0.951

Here are the Löwdin charges for atoms 1 to 6, given in e:
1. O -0.08
2. H 0.02
3. H -0.03
4. O -0.06
5. H 0.00
6. H -0.01

***

# 3
# H31O16

16 unconnected molecules or ions with the total composition H31O16 (ωB97M-V/def2-TZVPD, the Open Molecules 2025 dataset).

Summary:
Energy (eV): -33255.2731
HOMO level (alpha / beta) (eV): -11.2326 / -11.2326
M (g mol⁻¹): 287.23
Net charge: 0
Energy above the lowest of the compared OMol25 structures with the same formula, charge and spin (kcal per mole): 100.33
2S+1: 2

Last columns: bonded neighbours and bond lengths (Å).
Atoms and positions in Å:
1 O 5.52 2.07 -1.89  H5 1.015, H6 0.931
2 H 4.91 -1.67 2.76  O13 0.890
3 H 0.24 0.75 1.16  O10 1.082
4 O -4.39 2.29 0.93  H8 0.927, H12 0.991
5 H 5.15 2.08 -2.83  O1 1.015
6 H 4.91 1.51 -1.47  O1 0.931
7 O -0.14 -2.61 -5.13  H24 0.923, H31 1.021
8 H -4.18 2.17 0.04  O4 0.927
9 H 1.17 -0.26 1.93  O10 0.886
10 O 0.80 0.53 2.06  H3 1.082, H9 0.886
11 H -1.81 1.84 4.26  O42 1.007
12 H -3.99 3.14 1.26  O4 0.991
13 O 5.05 -0.90 2.35  H2 0.890, H28 0.934
14 H -1.09 3.20 -0.98  O27 1.007
15 H -1.80 -0.04 -4.77  O33 1.037
16 O 1.27 0.52 -0.98  H37 1.086, H38 0.965
17 H 2.10 -0.55 0.31  O30 0.977
18 H -1.96 0.50 -0.32  O45 0.828
19 O -1.79 -1.56 5.52  H20 1.016, H21 0.998
20 H -1.06 -0.94 5.19  O19 1.016
21 H -2.52 -0.88 5.54  O19 0.998
22 O 3.11 -4.21 1.70  H23 1.013, H44 1.029
23 H 3.31 -3.32 1.27  O22 1.013
24 H -0.11 -2.89 -4.25  O7 0.923
25 O 1.16 3.59 -1.32  H26 0.935, H43 0.995
26 H 0.25 3.44 -1.50  O25 0.935
27 O -2.07 2.98 -0.92  H14 1.007, H29 0.962
28 H 4.21 -0.50 2.23  O13 0.934
29 H -2.09 2.02 -0.91  O27 0.962
30 O 1.97 -1.42 0.74  H17 0.977, H32 0.984
31 H -0.87 -1.92 -4.98  O7 1.021
32 H 1.05 -1.73 0.61  O30 0.984
33 O -1.41 0.36 -5.64  H15 1.037, H40 0.922
34 H -2.97 2.06 3.04  O42 0.955
35 H -2.18 -3.18 2.20  O39 0.889
36 O -2.17 -1.32 -2.44  H41 0.977, H46 1.050
37 H 0.25 0.21 -1.21  O16 1.086
38 H 1.18 1.48 -0.95  O16 0.965
39 O -1.57 -3.72 1.86  H35 0.889, H47 1.007
40 H -1.75 1.21 -5.77  O33 0.922
41 H -1.33 -1.82 -2.51  O36 0.977
42 O -2.66 2.25 3.92  H11 1.007, H34 0.955
43 H 1.13 3.19 -0.41  O25 0.995
44 H 2.22 -3.85 2.08  O22 1.029
45 O -1.40 0.56 -0.93  H18 0.828
46 H -1.77 -0.59 -1.81  O36 1.050
47 H -1.84 -4.09 0.96  O39 1.007

Here are the Löwdin charges for atoms 1 to 6, given in e:
1. O -0.07
2. H -0.03
3. H 0.10
4. O -0.04
5. H 0.08
6. H -0.02

***

# 4
# H32O16

16 unconnected molecules or ions with the total composition H32O16 (ωB97M-V/def2-TZVPD, the Open Molecules 2025 dataset).

Summary:
Energy (eV): -33280.1617
HOMO level (eV): -10.0016
M (g mol⁻¹): 288.24
Net charge: 0
Energy above the lowest of the compared OMol25 structures with the same formula, charge and spin (kcal per mole): 110.05

Last columns: bonded neighbours and bond lengths (Å).
Atoms and positions in Å:
1 O -0.03 -1.96 3.57  H2 0.915, H3 0.996
2 H -0.40 -1.20 3.91  O1 0.915
3 H -0.61 -2.04 2.76  O1 0.996
4 O 2.91 0.34 0.48  H5 0.954, H6 0.970
5 H 1.97 0.27 0.34  O4 0.954
6 H 3.13 -0.45 1.01  O4 0.970
7 O -1.38 0.64 -4.34  H8 0.916, H9 0.987
8 H -1.09 0.72 -3.48  O7 0.916
9 H -0.64 1.13 -4.79  O7 0.987
10 O 0.39 0.75 2.17  H11 0.935, H12 0.961
11 H 1.08 0.47 2.74  O10 0.935
12 H 0.63 1.68 2.07  O10 0.961
13 O -0.95 1.46 -1.69  H14 0.983, H15 0.973
14 H -1.84 1.79 -1.95  O13 0.983
15 H -0.22 2.09 -1.82  O13 0.973
16 O -1.20 3.08 0.59  H17 0.946, H18 0.959
17 H -0.61 2.94 -0.13  O16 0.946
18 H -2.02 3.38 0.18  O16 0.959
19 O -2.38 0.48 0.72  H20 0.971, H21 0.942
20 H -2.47 0.52 -0.24  O19 0.971
21 H -1.86 1.23 0.93  O19 0.942
22 O 0.43 -1.26 -3.18  H23 0.942, H24 0.914
23 H 1.25 -1.65 -2.95  O22 0.942
24 H -0.14 -1.80 -2.71  O22 0.914
25 O 2.48 -1.95 2.30  H26 0.961, H27 0.946
26 H 1.59 -1.91 2.66  O25 0.961
27 H 3.04 -1.39 2.83  O25 0.946
28 O 0.39 -0.31 -0.23  H29 0.938, H30 0.941
29 H 0.01 0.37 -0.75  O28 0.938
30 H 0.26 -0.11 0.68  O28 0.941
31 O 1.35 2.86 -0.85  H32 0.966, H33 0.931
32 H 1.46 3.79 -1.09  O31 0.966
33 H 1.65 2.81 0.03  O31 0.931
34 O -1.78 0.42 3.76  H35 0.930, H36 0.933
35 H -1.26 0.65 3.02  O34 0.930
36 H -2.20 1.24 3.90  O34 0.933
37 O -1.53 -2.19 1.23  H38 0.991, H39 1.022
38 H -1.81 -1.26 1.03  O37 0.991
39 H -2.37 -2.64 1.57  O37 1.022
40 O 1.58 -2.70 -0.03  H41 0.936, H42 0.962
41 H 1.12 -1.91 -0.20  O40 0.936
42 H 2.17 -2.44 0.69  O40 0.962
43 O 1.23 1.17 -3.77  H44 0.935, H45 0.944
44 H 0.96 0.33 -3.46  O43 0.935
45 H 2.06 1.32 -3.33  O43 0.944
46 O -1.47 -2.61 -1.67  H47 0.965, H48 0.961
47 H -1.27 -2.53 -0.73  O46 0.965
48 H -1.60 -3.55 -1.80  O46 0.961

Here are the Löwdin charges for atoms 1 to 6, given in e:
1. O -0.03
2. H -0.03
3. H 0.03
4. O -0.06
5. H -0.04
6. H 0.01

***

# 5
# H32O16

16 unconnected molecules or ions with the total composition H32O16 (ωB97M-V/def2-TZVPD, the Open Molecules 2025 dataset).

Summary:
Energy (eV): -33279.0818
HOMO level (eV): -10.0478
M (g mol⁻¹): 288.24
Net charge: 0
Energy above the lowest of the compared OMol25 structures with the same formula, charge and spin (kcal per mole): 134.95

Last columns: bonded neighbours and bond lengths (Å).
Atoms and positions in Å:
1 O -9.87 25.74 -22.00  H2 0.910, H3 0.945
2 H -9.29 25.23 -21.51  O1 0.910
3 H -10.76 25.55 -21.75  O1 0.945
4 O -5.53 21.28 -20.32  H5 0.961, H6 0.954
5 H -5.43 20.74 -19.53  O4 0.961
6 H -4.70 21.02 -20.70  O4 0.954
7 O -8.96 21.94 -17.37  H8 0.955, H9 0.978
8 H -8.48 22.58 -17.90  O7 0.955
9 H -8.78 22.11 -16.43  O7 0.978
10 O -7.32 25.16 -20.91  H11 0.943, H12 1.000
11 H -7.66 25.87 -20.41  O10 0.943
12 H -6.79 25.54 -21.68  O10 1.000
13 O -7.41 27.09 -18.98  H14 0.979, H15 0.964
14 H -8.22 27.45 -18.58  O13 0.979
15 H -7.33 26.35 -18.36  O13 0.964
16 O -6.52 22.60 -16.27  H17 0.990, H18 0.939
17 H -6.52 23.42 -15.72  O16 0.990
18 H -5.80 22.66 -16.87  O16 0.939
19 O -6.93 19.99 -17.79  H20 0.978, H21 0.944
20 H -7.32 20.88 -17.69  O19 0.978
21 H -6.15 20.04 -17.26  O19 0.944
22 O -6.59 19.84 -22.57  H23 0.960, H24 0.995
23 H -6.64 18.89 -22.56  O22 0.960
24 H -6.47 20.09 -21.61  O22 0.995
25 O -5.47 25.19 -18.13  H26 0.955, H27 0.920
26 H -4.94 25.45 -18.88  O25 0.955
27 H -5.82 24.42 -18.49  O25 0.920
28 O -8.11 24.82 -17.11  H29 0.961, H30 0.986
29 H -8.12 25.02 -16.17  O28 0.961
30 H -7.70 23.93 -17.00  O28 0.986
31 O -4.37 22.49 -17.80  H32 0.978, H33 0.940
32 H -3.89 21.80 -17.30  O31 0.978
33 H -4.21 22.31 -18.71  O31 0.940
34 O -4.05 23.72 -21.05  H35 0.976, H36 0.979
35 H -3.62 22.97 -20.60  O34 0.976
36 H -4.76 23.45 -21.67  O34 0.979
37 O -9.78 22.99 -20.15  H38 0.932, H39 0.930
38 H -10.43 23.05 -20.82  O37 0.932
39 H -9.11 22.48 -20.55  O37 0.930
40 O -7.21 23.05 -19.28  H41 0.947, H42 0.994
41 H -6.71 22.50 -19.86  O40 0.947
42 H -7.42 23.79 -19.91  O40 0.994
43 O -8.33 21.95 -22.07  H44 0.937, H45 0.986
44 H -7.41 21.95 -22.28  O43 0.937
45 H -8.22 21.00 -21.83  O43 0.986
46 O -7.91 19.81 -20.15  H47 0.972, H48 0.943
47 H -7.59 19.72 -19.23  O46 0.972
48 H -8.01 18.92 -20.43  O46 0.943

Here are the Löwdin charges for atoms 1 to 6, given in e:
1. O -0.02
2. H -0.06
3. H 0.03
4. O -0.05
5. H 0.06
6. H 0.07

***

# 6
# H33O17

17 unconnected molecules or ions with the total composition H33O17 (ωB97M-V/def2-TZVPD, the Open Molecules 2025 dataset).

Summary:
Energy (eV): -35342.4074
HOMO level (eV): -6.7744
M (g mol⁻¹): 305.25
Net charge: -1
Energy above the lowest of the compared OMol25 structures with the same formula, charge and spin (kcal per mole): 115.99

Last columns: bonded neighbours and bond lengths (Å).
Atoms and positions in Å:
1 O 1.36 4.21 2.08  H2 0.927, H3 1.055
2 H 1.93 4.23 1.35  O1 0.927
3 H 0.51 3.80 1.61  O1 1.055
4 O 4.56 1.84 -2.58  H5 0.921, H6 0.930
5 H 5.28 2.05 -3.12  O4 0.921
6 H 4.70 0.93 -2.74  O4 0.930
7 O -0.13 0.05 -2.85  H8 0.964, H9 0.924
8 H 0.30 -0.35 -2.09  O7 0.964
9 H 0.26 -0.35 -3.58  O7 0.924
10 O -2.68 -3.66 0.26  H11 0.948, H12 0.930
11 H -2.90 -3.65 1.18  O10 0.948
12 H -2.53 -2.74 0.22  O10 0.930
13 O -0.92 2.11 3.51  H14 0.987, H23 1.045
14 H -0.55 2.02 2.61  O13 0.987
15 O -1.15 -1.88 1.67  H16 0.998, H17 1.042
16 H -1.82 -1.15 1.54  O15 0.998
17 H -0.45 -1.55 0.98  O15 1.042
18 O 1.74 1.73 -3.80  H19 1.050, H20 0.923
19 H 1.15 1.17 -3.13  O18 1.050
20 H 2.49 1.51 -3.32  O18 0.923
21 O 1.46 -0.50 1.67  H22 0.998, H44 0.899
22 H 1.16 -1.16 2.36  O21 0.998
23 H -0.51 3.02 3.82  O13 1.045
24 O -1.16 -4.90 -1.18  H25 0.961, H26 1.070
25 H -1.44 -4.11 -1.64  O24 0.961
26 H -1.90 -5.09 -0.43  O24 1.070
27 O -2.05 2.09 -2.42  H28 0.956, H29 1.069
28 H -2.75 1.65 -1.95  O27 0.956
29 H -1.48 1.27 -2.80  O27 1.069
30 O -2.69 -0.53 4.72  H31 1.035, H32 1.002
31 H -1.80 -0.70 4.22  O30 1.035
32 H -2.54 0.41 5.02  O30 1.002
33 O -1.53 -5.46 2.18  H34 0.995, H35 1.024
34 H -0.98 -5.00 1.49  O33 0.995
35 H -1.46 -5.00 3.09  O33 1.024
36 O -2.45 -1.31 -0.79  H37 0.911, H38 0.926
37 H -1.78 -1.31 -1.41  O36 0.911
38 H -2.06 -0.84 -0.10  O36 0.926
39 O -0.77 3.14 1.07  H40 0.901, H41 0.962
40 H -1.63 3.25 1.30  O39 0.901
41 H -0.65 2.44 0.42  O39 0.962
42 O -0.06 -1.17 -0.43  H43 0.864
43 H 0.56 -1.77 -0.45  O42 0.864
44 H 0.82 -0.56 1.05  O21 0.899
45 O 1.99 4.72 -1.93  H46 0.918, H47 1.003
46 H 1.39 4.02 -1.90  O45 0.918
47 H 2.42 4.59 -2.83  O45 1.003
48 O 3.68 -0.76 -0.88  H49 0.945, H50 0.955
49 H 2.89 -0.81 -0.35  O48 0.945
50 H 4.14 0.06 -0.74  O48 0.955

Here are the Löwdin charges for atoms 1 to 6, given in e:
1. O -0.11
2. H -0.02
3. H 0.02
4. O 0.01
5. H 0.02
6. H 0.01